[1]
Density functional theory data (ωB97M-V/def2-TZVPD) for a cluster of 7 separate species, C30H59F3O8SSi in total.

Results
- E_LUMO (eV) = 0.14
- E (eV) = -75305.6434
- HOMO-LUMO gap (eV) = 9.2103
- strongest force on any atom (eV Å⁻¹) = 8.81
- SMILES string = C[Si](C)(C)C(=O)O[C@H](S)C(F)(F)F.C1CCOC1.C1CCOC1.C1CCOC1.C1CCOC1.C1CCOC1.C1CCOC1

Geometry as XYZ:
```
102
C30H59F3O8SSi | the OMol25 dataset | ωB97M-V/def2-TZVPD
S -7.078 -2.241 1.914
Si -2.829 1.202 2.108
F -7.905 1.259 1.181
F -7.917 1.336 3.601
F -9.156 -0.422 2.531
O -5.373 2.363 2.350
O 0.683 2.939 -5.076
O 5.183 2.398 0.318
O -0.841 -0.962 -3.100
O 6.171 -1.921 1.662
O -7.073 -4.590 4.057
O -5.527 0.039 1.426
O 0.886 -0.903 0.426
C -0.095 -1.543 -4.179
C -7.932 0.411 2.418
C 5.243 4.707 -0.200
C 6.376 2.663 -0.433
C 1.542 -0.388 -0.742
C 6.161 3.979 -1.147
C -1.516 0.073 -5.120
C -7.022 -6.023 4.048
C 1.861 -1.570 1.239
C -2.049 -0.555 2.007
C 7.146 -2.588 2.476
C -2.238 2.402 0.669
C -6.525 -0.472 2.379
C -7.338 -6.482 5.455
C -2.398 2.162 3.757
C -8.257 -5.393 5.943
C 0.743 5.248 -5.594
C -7.664 -4.162 5.292
C 4.377 3.583 0.327
C -1.843 -0.098 -3.653
C 6.826 -1.407 0.495
C 8.315 -1.517 0.743
C 8.397 -2.728 1.636
C -0.857 -1.241 -5.451
C 1.876 3.204 -5.827
C 3.112 -1.710 0.399
C 3.030 -0.498 -0.493
C 1.661 4.521 -6.542
C -0.123 4.125 -5.068
C -4.787 1.197 1.959
H -3.086 1.840 4.647
H -8.411 -3.389 5.096
H 8.340 -3.640 1.030
H 7.093 4.511 -1.352
H -8.308 -5.316 7.032
H -6.423 -6.494 6.059
H 6.520 -2.021 -0.358
H 4.025 -1.754 0.998
H -0.488 4.315 -4.054
H 2.068 2.379 -6.518
H 0.027 -2.616 -4.007
H -2.663 3.301 3.516
H 2.043 -0.947 2.121
H -7.772 -6.380 3.335
H 0.165 6.046 -6.067
H -1.623 -2.008 -5.619
H -2.162 1.793 -0.329
H 3.610 -0.591 -1.415
H -6.127 -0.543 3.500
H 5.648 3.807 -2.101
H -0.797 0.891 -5.250
H 5.826 5.144 0.619
H -1.849 0.853 -3.111
H 2.593 5.053 -6.746
H 6.568 1.837 -1.124
H -1.214 2.911 0.931
H 1.468 -2.535 1.569
H -0.984 3.948 -5.722
H 1.221 0.642 -0.921
H 7.328 -1.965 3.358
H -1.252 2.131 3.995
H 6.506 -0.377 0.316
H 9.310 -2.773 2.235
H 3.516 3.407 -0.327
H 4.012 3.774 1.340
H 8.670 -0.632 1.285
H 4.665 5.505 -0.673
H 8.895 -1.610 -0.178
H 2.709 3.268 -5.119
H -2.799 -1.406 1.670
H -2.396 0.290 -5.731
H 1.236 -1.003 -1.595
H -1.544 -0.812 3.032
H -9.271 -5.564 5.563
H 0.895 -1.075 -4.190
H -6.035 -6.354 3.711
H 1.326 5.686 -4.775
H -1.192 -0.500 1.183
H 1.148 4.348 -7.496
H 3.055 -2.621 -0.207
H -0.214 -1.200 -6.334
H -5.955 -2.980 1.447
H -3.048 3.262 0.527
H 7.209 2.727 0.275
H -7.782 -7.480 5.488
H 3.385 0.387 0.048
H -2.815 -0.583 -3.516
H 6.752 -3.554 2.806
H -6.869 -3.731 5.910
```



[2]
Density functional theory data (ωB97M-V/def2-TZVPD) for a cluster of 5 separate species, C30H59N6O6P2 in total.

Results
- E_LUMO (eV) = 1.92
- E (eV) = -71858.0450
- HOMO-LUMO gap (eV) = 6.4283
- net charge = -1
- strongest force on any atom (eV Å⁻¹) = 10.55

Geometry as XYZ:
```
103
C30H59N6O6P2 | the OMol25 dataset | ωB97M-V/def2-TZVPD
P -3.326 1.308 0.878
P -0.528 -1.683 -0.302
O -1.924 2.718 -1.860
O -4.520 0.039 1.139
O -0.057 -0.654 1.034
O -2.053 -0.829 -0.565
O -0.253 2.995 -3.656
O -4.134 2.704 0.216
N -2.783 1.738 2.356
N -2.977 -0.415 -5.105
N 0.723 6.687 -1.326
N -0.560 -3.632 3.005
N 1.931 -4.903 5.315
N 7.614 -2.400 1.896
C -5.881 1.686 -5.430
C -4.807 1.218 -6.415
C -0.752 -5.337 7.674
C -1.976 1.248 -1.814
C 0.654 -2.160 -3.002
C 4.616 -1.360 4.023
C -0.557 -2.681 -1.975
C -6.668 0.531 -4.818
C -0.410 0.698 0.486
C -1.905 0.633 -0.261
C -2.132 7.410 -3.393
C -1.489 8.126 -2.204
C 1.395 -5.230 6.409
C 0.364 3.925 -1.238
C -0.610 3.177 -2.369
C -3.807 0.326 -5.699
C -1.067 -3.863 7.443
C -0.280 7.340 -1.724
C 7.079 -2.727 2.990
C 2.798 -0.833 -1.921
C 4.931 -2.834 4.254
C -1.630 -2.902 0.671
C 0.750 -5.623 7.728
C 5.033 -0.830 -0.299
C 4.856 0.597 0.502
C 4.436 -0.782 -1.860
C -1.188 7.269 -4.583
C 2.161 -2.298 -2.291
C -0.829 -3.929 1.669
C 6.433 -3.120 4.308
H -5.260 0.661 -7.242
H 3.718 0.832 0.734
H -1.699 6.779 -5.417
H 4.941 -1.568 -2.565
H -0.685 -3.514 6.478
H 0.126 -0.690 -1.120
H -5.325 0.391 0.655
H 3.534 -1.198 4.021
H 2.343 -0.514 -0.866
H -5.417 2.266 -4.623
H 1.220 -5.060 8.541
H -1.622 -2.575 -2.493
H 5.052 -0.737 4.813
H -0.313 6.660 -4.334
H 0.431 1.245 -0.161
H 0.667 -2.431 0.078
H 4.561 -1.701 0.326
H -1.171 0.729 -2.497
H 4.472 -3.152 5.197
H -6.576 2.354 -5.949
H -1.173 9.136 -2.488
H 2.883 -2.787 -3.104
H -4.281 2.082 -6.835
H -3.018 2.756 2.529
H -2.469 -2.263 1.197
H 4.469 -3.425 3.454
H 1.177 3.189 -0.831
H -2.200 -3.577 -0.128
H 6.202 -1.002 -0.415
H 4.998 -1.011 3.058
H 0.698 -2.810 -4.001
H -0.631 -3.240 8.232
H 0.923 -6.689 7.909
H -2.470 6.412 -3.088
H -2.150 -3.701 7.440
H -1.215 -5.928 6.874
H -0.045 -4.416 3.464
H -2.209 8.214 -1.384
H -0.466 -4.995 1.306
H 2.153 -3.068 -1.388
H -7.157 -0.066 -5.596
H 6.903 -2.557 5.122
H -7.441 0.913 -4.144
H 2.408 -0.018 -2.688
H 5.276 1.504 -0.147
H -0.319 4.214 -0.316
H 0.780 4.895 -1.744
H -0.340 1.342 1.488
H -3.051 0.936 -2.216
H 5.472 0.620 1.510
H -6.023 -0.131 -4.231
H -0.839 8.250 -4.925
H 6.606 -4.186 4.489
H 4.756 0.294 -2.262
H -0.319 -3.831 -1.795
H -1.212 -5.655 8.616
H -3.021 7.968 -3.709
H 0.474 -1.047 -3.372
H -3.797 3.556 0.657
```



[3]
Density functional theory data (ωB97M-V/def2-TZVPD) for a structure of composition C30H60AlN2O9S.

Results
- E_LUMO (eV) = 1.67
- E (eV) = -70915.2805
- HOMO-LUMO gap (eV) = 5.5955
- net charge = -1
- strongest force on any atom (eV Å⁻¹) = 8.24

Geometry as XYZ:
```
103
C30H60AlN2O9S | the OMol25 dataset | ωB97M-V/def2-TZVPD
S -5.647 3.859 1.562
Al -0.047 0.426 0.798
O 6.381 3.295 -0.494
O 1.266 4.741 -1.424
O 8.428 -0.887 -1.829
O -10.280 3.588 -2.141
O 0.779 -2.825 1.966
O -0.717 -1.093 -1.719
O -6.991 -4.289 2.517
O 3.737 -5.426 -0.959
O -6.379 1.501 0.196
N -7.376 1.444 2.471
N -7.677 0.281 1.725
C 10.102 -2.488 -2.409
C 0.809 -3.893 1.357
C -1.455 3.204 0.665
C -9.174 3.200 -0.061
C -1.027 2.020 1.724
C 6.924 2.514 0.286
C -1.491 -1.452 -2.605
C -6.483 -2.068 3.232
C 5.514 -3.832 -0.977
C 3.043 6.335 -1.441
C 7.936 1.509 -0.193
C 0.379 -3.983 -0.083
C -5.347 -4.143 4.242
C -4.064 3.590 0.537
C 1.275 -5.160 2.022
C -10.278 3.752 -0.923
C 9.006 -1.505 -2.722
C 3.108 4.203 -0.003
C -1.163 -2.610 -3.509
C 8.646 -1.305 -4.170
C 4.844 -5.103 -0.530
C 2.373 5.064 -0.995
C -11.379 4.514 -0.235
C 6.602 2.528 1.756
C -2.804 -0.749 -2.826
C -2.695 4.089 1.355
C -7.090 0.218 0.306
C -6.333 -3.565 3.263
C -6.536 2.212 1.475
C 5.579 -5.964 0.462
H 8.069 1.615 -1.276
H 0.665 -0.376 1.967
H -1.991 1.532 2.219
H -3.944 2.406 0.449
H 3.277 4.762 0.921
H 5.856 3.304 1.957
H -0.331 2.516 2.530
H -2.835 -0.327 -3.833
H -5.344 -5.235 4.153
H 9.819 -3.484 -2.759
H 0.469 -5.898 2.023
H 0.068 -2.993 -0.432
H -0.467 -4.669 -0.176
H 3.992 6.103 -1.932
H 1.554 -4.944 3.059
H 10.254 -2.529 -1.325
H 5.749 -5.405 1.385
H 11.034 -2.169 -2.881
H -4.116 4.095 -0.527
H 6.189 1.561 2.055
H -6.823 -1.708 4.206
H -1.879 2.665 -0.302
H 4.976 -6.848 0.692
H -5.636 -3.876 5.262
H 2.505 3.319 0.228
H 7.841 -0.567 -4.245
H -2.759 3.742 2.485
H -10.965 5.388 0.273
H 1.215 -4.324 -0.700
H -4.343 -3.772 4.021
H 7.584 0.496 0.018
H 9.514 -0.933 -4.721
H -1.916 -3.394 -3.396
H -11.890 3.864 0.480
H 6.463 -4.064 -1.467
H -5.530 -1.604 2.966
H -7.157 -0.624 -0.505
H -9.586 2.491 0.662
H -2.522 5.244 1.276
H -1.121 -2.270 -4.547
H -1.135 -0.559 0.137
H -0.582 3.914 0.342
H -8.662 4.016 0.455
H -2.907 0.065 -2.101
H 2.151 -5.554 1.499
H -7.229 -1.793 2.478
H 5.681 -3.178 -0.117
H -12.106 4.854 -0.981
H 6.531 -6.292 0.035
H -3.630 -1.451 -2.682
H 4.060 3.875 -0.429
H -0.186 -3.019 -3.234
H 2.397 6.855 -2.157
H -8.449 2.674 -0.692
H 8.298 -2.248 -4.599
H 3.210 6.989 -0.582
H 1.054 0.889 -0.241
H 7.503 2.751 2.332
H 4.868 -3.312 -1.692
H 8.897 1.687 0.295
```



> What is the strongest force on any atom in the third record?

8.24 eV Å⁻¹



> Which of these has the lowest HOMO-LUMO gap?

C30H60AlN2O9S



> Look up the E of the second one.

-71858.0450 eV